No. 1
Below is the ion C9H10NS with charge +1 at a distorted geometry, with properties calculated with wB97M-V/def2-TZVPD.

Element x y z (Å)
C  -0.883  1.578  -0.621
N  -0.744  0.351  -0.206
C  -1.706  -0.670  -0.049
C  -3.040  -0.390  0.513
S  -1.352  -2.085  -0.927
C  0.606  -0.104  -0.036
C  1.379  0.193  -1.118
C  2.668  -0.300  -1.158
C  3.102  -1.075  -0.119
C  2.407  -1.250  1.098
C  1.052  -0.774  1.149
H  -1.801  2.049  -0.702
H  -0.043  2.045  -0.857
H  -3.476  0.611  0.238
H  -3.790  -1.195  0.393
H  -3.003  -0.312  1.621
H  1.050  0.794  -1.943
H  3.204  -0.344  -2.031
H  3.990  -1.590  -0.380
H  2.718  -2.002  1.862
H  0.410  -0.966  1.964

The calculation puts the total energy at -21810.879 eV. The energy above the lowest of the compared OMol25 structures with the same formula, charge and spin is 298.5 kJ/mol. Its SMILES is C=[N+](C(C)=S)c1ccccc1. The HOMO-LUMO gap comes out at 7.1 eV. Its charge is +1.

No. 2
Below is a cluster of 7 separate species, C26H54ClN2O8S in total, with properties calculated with wB97M-V/def2-TZVPD.

Element x y z (Å)
O  -2.616  -2.878  -3.329
S  -4.023  -2.817  -3.555
O  -4.890  -3.872  -3.168
Cl  -4.675  -1.144  -2.595
C  -4.348  -2.398  -5.234
C  -3.989  -0.979  -5.675
C  -3.454  -0.895  -7.109
C  -2.330  -1.888  -7.434
N  -1.577  -2.225  -6.227
C  -0.745  -3.409  -6.404
C  0.484  -3.428  -5.522
N  1.346  -2.200  -5.741
C  0.587  -1.005  -6.276
C  -0.814  -1.092  -5.714
H  -3.779  -3.168  -5.755
H  -5.412  -2.603  -5.350
H  -3.281  -0.535  -4.977
H  -4.889  -0.369  -5.604
H  -3.122  0.125  -7.309
H  -4.281  -1.071  -7.799
H  -1.674  -1.489  -8.223
H  -2.749  -2.812  -7.837
H  -1.322  -4.300  -6.142
H  -0.432  -3.535  -7.452
H  0.260  -3.482  -4.459
H  1.087  -4.294  -5.780
H  1.742  -1.919  -4.834
H  2.131  -2.436  -6.346
H  1.094  -0.113  -5.912
H  0.639  -1.021  -7.362
H  -1.345  -0.167  -5.924
H  -0.740  -1.159  -4.626
C  1.991  -1.765  -0.122
C  1.294  -1.764  -1.443
O  1.898  -1.779  -2.505
C  -0.208  -1.722  -1.405
H  3.070  -1.781  -0.255
H  1.690  -0.873  0.432
H  1.678  -2.631  0.463
H  -0.537  -0.841  -0.850
H  -0.596  -2.596  -0.878
H  -0.621  -1.704  -2.408
C  1.659  2.019  3.695
C  0.842  1.733  2.468
O  1.049  0.750  1.784
C  -0.246  2.719  2.126
H  2.405  1.243  3.844
H  2.161  2.984  3.597
H  1.021  2.070  4.578
H  0.186  3.712  1.984
H  -0.955  2.795  2.952
H  -0.769  2.410  1.224
C  -5.517  1.141  -0.155
C  -5.923  2.264  0.775
O  -5.097  2.889  1.396
C  -7.400  2.553  0.882
H  -4.434  1.040  -0.131
H  -5.982  0.202  0.153
H  -5.850  1.354  -1.173
H  -7.932  1.664  1.227
H  -7.804  2.810  -0.099
H  -7.567  3.374  1.575
C  2.220  3.053  8.790
C  2.580  3.193  7.332
O  2.749  2.227  6.621
C  2.730  4.596  6.799
H  2.144  2.002  9.057
H  2.977  3.537  9.409
H  1.272  3.556  8.992
H  3.498  5.128  7.364
H  1.796  5.148  6.930
H  3.011  4.568  5.749
C  6.037  1.958  4.081
C  5.168  2.930  3.326
O  4.643  3.878  3.867
C  4.959  2.651  1.855
H  6.104  2.258  5.123
H  5.618  0.952  4.017
H  7.036  1.925  3.641
H  4.506  1.666  1.725
H  5.918  2.644  1.334
H  4.314  3.414  1.424
C  2.146  -3.335  5.194
C  3.010  -2.095  5.180
O  4.100  -2.090  4.654
C  2.440  -0.866  5.842
H  2.657  -4.150  4.687
H  1.921  -3.624  6.222
H  1.193  -3.129  4.702
H  2.208  -1.068  6.889
H  1.507  -0.580  5.351
H  3.147  -0.043  5.787

The calculation puts the total energy at -70549.549 eV. The HOMO-LUMO gap comes out at 8.1 eV. Its charge is +1.

No. 3
Below is a cluster of 2 separate species, C4H10O2 in total at a distorted geometry, with properties calculated with wB97M-V/def2-TZVPD.

Element x y z (Å)
C  -2.129  -0.475  -0.765
C  -2.309  0.788  -0.055
O  -1.676  0.978  1.177
H  -2.999  -0.599  -1.511
H  -1.139  -0.776  -0.979
H  -2.640  1.691  -0.629
H  -0.794  0.439  1.130
C  2.623  -1.005  0.597
C  1.746  -0.702  -0.621
O  0.988  0.504  -0.327
H  3.151  -1.964  0.322
H  2.119  -1.117  1.581
H  3.395  -0.313  0.779
H  2.279  -0.496  -1.579
H  1.010  -1.573  -0.760
H  1.531  1.210  -0.093

The calculation puts the total energy at -8401.712 eV. The energy above the lowest of the compared OMol25 structures with the same formula, charge and spin is 370.0 kJ/mol. Its SMILES is C=CO.CCO. The HOMO-LUMO gap comes out at 8.8 eV.